[1]
ORCA calculation (ωB97M-V/def2-TZVPD) on 16 unconnected molecules or ions with the total composition C50H130Cl8N6O6 in a non-equilibrium geometry.

Computed properties:
Kohn-Sham gap = 8.24 eV
total charge = 0
highest occupied orbital energy = -7.9 eV
largest force on an atom = 2.344 eV/A

```
200
Properties=species:S:1:pos:R:3:forces:R:3:lowdin_charge:R:1
C -4.2595 3.3028 1.9771 0.1 -0.1 -1.3 -0.155
O -5.4876 2.5699 2.0062 0.5 0.1 1.4 -0.130
H -3.9916 3.4609 0.9307 -0.3 0.2 -0.1 0.047
H -4.3356 4.2672 2.4508 -0.1 0.4 0.3 0.077
H -3.3880 2.7806 2.3509 0.0 -0.5 0.6 0.056
H -5.6692 2.4534 2.9647 -0.2 -0.1 -1.0 0.094
C 4.7667 1.9948 -0.2489 0.2 -0.2 -1.1 -0.135
O 3.6076 1.3670 0.1979 -0.7 0.1 0.9 -0.152
H 4.8650 3.0624 -0.0557 -0.3 0.1 0.1 0.079
H 5.5377 1.4638 0.2393 1.2 -0.3 0.6 0.070
H 4.8676 1.7758 -1.3062 0.3 0.4 -0.4 0.091
H 2.8474 1.7690 -0.2211 -0.5 0.0 -0.3 0.027
C 1.5930 3.7673 -1.2598 -0.4 2.1 -1.0 -0.158
O 1.7430 3.0090 -2.4273 0.5 -0.2 -0.2 -0.106
H 0.5331 3.9859 -1.0954 0.0 0.0 0.3 0.068
H 2.0015 3.3344 -0.3696 0.3 -0.2 0.5 0.043
H 2.0783 4.7328 -1.5014 -0.1 -0.4 0.5 0.104
H 1.4313 2.1501 -2.1788 -0.3 -1.1 -0.1 0.022
C 1.1307 4.8442 4.8685 0.7 -0.3 -0.3 -0.157
O -0.2633 4.9016 4.7145 -0.7 0.1 -0.1 -0.128
H 1.6268 5.6913 4.3662 0.0 -0.2 0.4 0.099
H 1.4597 4.6959 5.8975 -0.1 0.5 0.2 0.079
H 1.4461 3.9363 4.3714 0.2 -0.1 -0.3 0.043
H -0.5988 5.7093 5.1120 0.0 0.1 0.0 0.097
C 4.8033 3.9939 2.6381 1.2 0.5 0.8 -0.175
O 3.7032 3.1749 2.8694 -0.8 -0.8 -0.2 -0.147
H 4.8976 4.5984 3.5606 0.1 0.0 -0.6 0.084
H 5.7421 3.3719 2.5878 -0.7 0.8 -0.3 0.099
H 4.6566 4.6671 1.7646 0.3 -0.4 0.4 0.086
H 3.7215 2.4927 2.1870 -0.4 -0.1 -0.1 0.034
C -1.2615 5.6225 1.4136 -0.3 -0.5 0.6 -0.190
O 0.0441 5.9293 1.8684 0.0 0.1 0.2 -0.120
H -1.8499 4.9407 2.0616 0.4 0.5 0.3 0.073
H -1.8380 6.5525 1.2889 0.2 -0.4 -0.3 0.089
H -1.1713 5.0177 0.5260 0.0 0.3 -0.7 -0.026
H 0.2481 5.3868 2.6347 -0.2 0.0 0.1 0.022
C 0.4351 2.3506 2.0245 1.6 0.5 0.7 -0.070
C 0.8622 1.0235 1.3967 -0.1 0.2 -0.3 -0.227
N 0.5388 0.9887 -0.0620 -0.1 -0.9 0.6 -0.152
C -0.8881 1.2451 -0.2775 0.3 -0.4 -0.2 -0.237
C -1.2451 1.3269 -1.7490 0.0 -1.1 -0.3 -0.082
C 0.9576 -0.2990 -0.6859 0.9 0.8 -0.4 -0.226
C 0.1085 -1.5231 -0.4049 -0.7 0.5 1.4 -0.083
H -0.5943 2.3904 2.3261 -0.5 -0.2 0.3 0.045
H 0.5777 3.1987 1.3373 0.2 -0.3 0.2 0.066
H 1.1022 2.5324 2.9311 -1.0 -0.2 -1.1 0.079
H 1.9544 0.9433 1.4208 -0.3 -0.1 0.3 0.077
H 0.4497 0.2068 2.0470 0.1 0.3 -0.9 0.093
H -1.4648 0.4633 0.1984 -0.5 -0.5 0.2 0.099
H -1.1259 2.1383 0.2729 -0.2 0.6 -0.2 0.087
H -2.3098 1.4528 -1.9416 -0.1 0.6 0.4 0.044
H -0.6597 2.0850 -2.2490 -0.1 0.4 -0.3 0.058
H -1.0727 0.3631 -2.2774 0.4 0.5 0.5 0.032
H 2.0347 -0.4166 -0.4447 -0.6 -0.3 0.2 0.117
H 0.9754 -0.1094 -1.7631 -0.1 -0.1 -0.1 0.091
H 0.5583 -2.4574 -0.7313 0.0 0.2 -0.1 0.061
H -0.8970 -1.4037 -0.8327 0.4 -0.2 -0.2 0.034
H -0.0886 -1.5690 0.6911 0.3 -0.3 -0.5 0.073
C 2.2977 -2.4385 -4.0622 1.5 1.2 -0.9 -0.087
C 2.1150 -2.9062 -5.5017 -0.6 -0.3 -0.1 -0.251
N 2.6766 -4.2367 -5.8165 -0.2 -0.1 0.5 -0.169
C 2.8024 -4.4971 -7.2770 0.3 0.8 1.2 -0.262
C 4.0347 -3.8216 -7.8578 0.1 0.0 -1.3 -0.090
C 2.0117 -5.3569 -5.0853 -0.4 0.5 -0.6 -0.226
C 0.5201 -5.5564 -5.4243 0.0 -0.2 -0.7 -0.092
H 3.3751 -2.3750 -3.8379 -0.2 0.1 -0.1 0.087
H 1.9375 -3.1299 -3.3699 -1.0 -1.1 1.2 0.025
H 1.8643 -1.4303 -3.8826 0.1 -0.8 -0.2 0.051
H 1.0289 -2.9201 -5.7033 0.0 0.2 -0.2 0.096
H 2.5593 -2.1469 -6.1489 0.0 -0.2 -0.2 0.103
H 2.8826 -5.5437 -7.4272 0.3 -1.2 0.2 0.094
H 1.8978 -4.2487 -7.8228 -0.3 0.5 -0.2 0.105
H 4.2286 -4.1800 -8.8931 -0.2 -0.1 0.5 0.077
H 3.8735 -2.7496 -8.0186 0.2 0.0 0.5 0.052
H 4.9566 -4.0340 -7.2971 -0.5 0.3 0.1 0.080
H 2.1229 -5.2821 -4.0024 0.3 0.3 -0.1 0.098
H 2.5509 -6.2408 -5.3997 0.1 -0.3 0.1 0.101
H -0.1538 -4.7786 -5.0670 0.2 0.2 0.2 0.039
H 0.1055 -6.5166 -5.0852 0.3 0.2 0.1 0.074
H 0.4261 -5.5607 -6.5201 -0.1 0.0 0.2 0.066
C -2.6859 -4.2900 2.0428 -0.3 0.6 -0.3 -0.089
C -2.7877 -4.7991 0.6295 0.5 0.0 -0.2 -0.275
N -1.7854 -5.8190 0.3689 0.1 -1.6 0.7 -0.191
C -1.4955 -5.9551 -1.0286 1.5 -0.7 -1.0 -0.286
C -0.5484 -4.8541 -1.4667 1.1 -0.6 0.1 -0.110
C -1.9090 -7.1189 1.1185 0.1 0.7 -0.6 -0.211
C -2.9683 -8.0778 0.5210 -0.4 1.4 -0.7 -0.089
H -3.2358 -3.3637 2.1412 0.0 0.4 0.0 0.033
H -1.6589 -4.1401 2.3265 0.5 0.1 0.1 0.074
H -3.1395 -4.9542 2.7358 -0.3 -0.8 0.7 0.056
H -3.8212 -5.1015 0.4110 -0.1 -0.2 -0.1 0.115
H -2.5486 -3.9832 -0.0667 -0.3 -0.1 0.2 0.084
H -1.0136 -6.9289 -1.3102 -0.5 0.5 0.7 0.128
H -2.3388 -5.8622 -1.6990 -0.9 -0.2 0.0 0.108
H -0.9099 -3.9649 -1.0063 -0.2 1.0 -0.3 0.011
H 0.4791 -4.9715 -1.0692 -0.5 -0.3 -0.1 0.089
H -0.4798 -4.8010 -2.5555 -0.1 0.3 0.1 0.046
H -2.0784 -6.8291 2.1641 -0.4 -0.3 -0.3 0.099
H -0.9295 -7.6329 1.1391 -0.3 0.4 -0.3 0.111
H -3.8928 -7.4873 0.3313 0.3 -0.4 0.4 0.071
H -3.2050 -8.9080 1.1762 0.1 -0.2 -0.1 0.061
H -2.6911 -8.3998 -0.5095 0.1 -0.1 0.9 0.070
C -4.4739 0.1390 7.0211 -0.7 -1.2 -0.4 -0.096
C -3.6779 1.0917 6.1616 0.7 0.1 -0.3 -0.265
N -2.2644 0.6579 6.0296 0.1 0.4 -0.1 -0.171
C -1.7077 0.9519 4.6874 -0.1 0.5 0.3 -0.258
C -2.1407 -0.0487 3.6271 0.4 -0.7 0.1 -0.078
C -1.4287 1.2006 7.1153 0.1 -0.6 -0.5 -0.256
C -1.2804 2.7056 7.2220 0.1 0.7 0.3 -0.099
H -4.5391 -0.8963 6.5715 0.3 1.1 0.5 0.092
H -5.5099 0.4764 7.1436 0.1 0.1 -0.1 0.068
H -4.0600 0.0572 8.0240 0.2 -0.1 0.0 0.061
H -4.0667 1.1536 5.1401 -0.3 -0.1 0.2 0.095
H -3.7691 2.1097 6.5962 0.2 -0.3 -0.3 0.108
H -2.0808 1.9499 4.3772 0.3 -0.1 -0.1 0.101
H -0.5878 1.0269 4.7079 -0.9 -0.1 0.2 0.112
H -3.2221 -0.2192 3.6335 0.1 0.1 -0.2 0.072
H -1.7930 0.2871 2.6520 -0.3 0.3 -0.3 0.042
H -1.6552 -1.0328 3.7313 -0.2 0.2 0.4 0.069
H -0.4199 0.7882 6.9487 -0.3 -0.1 0.3 0.090
H -1.8321 0.8179 8.0671 0.3 0.0 -0.3 0.113
H -1.0160 3.2296 6.2921 0.3 -0.5 0.2 0.050
H -0.5039 2.8836 8.0004 -0.5 0.2 -0.6 0.076
H -2.2064 3.2042 7.5236 0.1 -0.1 0.3 0.060
C 1.3568 -1.9787 3.4010 0.6 -1.5 -0.3 -0.081
C 1.9435 -0.8001 4.1752 -0.4 0.1 0.9 -0.234
N 3.2538 -0.9958 4.8723 -1.3 0.3 -1.1 -0.160
C 4.2870 -1.4210 3.9171 -0.3 0.4 -0.9 -0.242
C 4.5457 -0.4370 2.7326 0.0 0.0 1.0 -0.063
C 3.2099 -1.9109 6.0007 0.7 -2.0 -0.5 -0.284
C 2.1129 -1.8284 7.0341 -0.3 0.9 -0.9 -0.079
H 1.1410 -2.8680 4.0337 0.4 0.5 -0.2 0.088
H 2.0187 -2.3106 2.5734 0.0 0.1 0.6 0.079
H 0.4312 -1.8112 2.8634 -0.4 0.7 0.3 0.027
H 2.0814 0.0170 3.4776 0.1 0.3 0.0 0.070
H 1.1820 -0.4627 4.9281 0.8 -0.2 -0.5 0.104
H 5.1799 -1.5843 4.4630 1.0 0.1 0.7 0.093
H 4.0857 -2.4079 3.4578 -0.3 0.1 0.2 0.111
H 4.4703 0.6223 3.0462 0.1 -0.5 0.0 0.055
H 5.5309 -0.5833 2.2491 -0.5 -0.1 0.4 0.087
H 3.7765 -0.6092 2.0014 -0.2 0.1 -0.6 0.041
H 4.1686 -1.8276 6.4716 0.7 0.4 0.7 0.098
H 3.2899 -2.9704 5.6574 -0.5 0.2 -0.2 0.118
H 2.1386 -2.6511 7.7289 0.2 -0.4 0.1 0.074
H 1.1315 -1.8260 6.5440 0.1 0.0 0.3 0.069
H 2.2594 -0.9105 7.5803 -0.4 0.4 0.3 0.025
C 0.3821 3.9350 -7.2262 -0.8 0.0 -0.3 -0.077
C 1.5021 2.9315 -6.9956 -0.2 0.3 -0.1 -0.243
N 1.1965 1.5712 -7.3452 0.2 -0.8 -0.3 -0.215
C 1.2576 1.2201 -8.7462 -2.0 -1.0 0.4 -0.257
C 1.9469 -0.1216 -8.9610 0.1 -0.1 -0.7 -0.092
C 0.1753 0.8528 -6.6286 0.5 -0.7 2.1 -0.242
C 0.5101 0.8116 -5.1023 1.0 0.6 -0.3 -0.093
H 0.0713 4.0542 -8.2764 0.4 0.0 0.2 0.078
H 0.5088 4.9175 -6.7824 0.6 0.2 -0.1 0.070
H -0.5038 3.5727 -6.7336 -0.6 -0.3 0.3 0.024
H 2.3607 3.2046 -7.5983 0.4 0.1 0.1 0.111
H 1.7958 2.9416 -5.9521 0.2 0.2 0.2 0.102
H 0.1789 1.1574 -9.1036 1.1 0.0 -0.2 0.131
H 1.7412 1.9865 -9.2984 0.5 0.8 -0.5 0.098
H 2.9594 -0.1169 -8.5799 0.3 0.2 0.3 0.065
H 1.4307 -0.9376 -8.4548 -0.1 0.0 -0.2 0.051
H 2.0461 -0.3538 -10.0381 -0.3 0.0 0.4 0.078
H 0.1997 -0.2330 -6.8691 -0.1 0.8 -0.5 0.108
H -0.8592 1.2139 -6.7306 0.0 0.1 -0.4 0.104
H -0.0923 0.0813 -4.5637 -0.1 0.2 -0.1 -0.001
H 0.4590 1.8077 -4.6156 -0.3 -0.5 -0.2 0.057
H 1.5809 0.5002 -5.0039 -0.8 0.2 -0.1 0.085
Cl -1.2878 -2.0135 -3.5232 -0.5 -0.3 0.1 0.635
C -2.9885 -1.5461 -3.1302 -0.6 -0.2 -1.6 -0.607
C -3.2981 -0.3383 -4.0536 0.1 0.3 1.5 -0.637
Cl -4.9446 0.1736 -3.5813 -0.6 0.3 -0.2 0.607
H -3.0956 -1.3260 -2.0567 0.2 0.0 -0.5 0.011
H -3.7143 -2.3686 -3.4183 1.2 0.7 0.5 0.097
H -3.3395 -0.5487 -5.1245 0.4 -0.1 0.3 0.077
H -2.6893 0.5514 -3.7871 -0.1 -0.9 -0.6 0.003
Cl -7.6669 -0.8134 0.6511 0.1 -0.3 0.1 0.554
C -6.5639 -0.1331 -0.5637 -0.1 0.7 0.2 -0.705
C -5.1460 0.0234 -0.1108 -0.2 -0.3 0.9 -0.624
Cl -4.4720 -1.6279 0.2152 0.2 0.6 0.0 0.592
H -6.9835 0.8531 -0.7464 0.1 0.1 -0.4 0.072
H -6.5451 -0.7340 -1.4551 -0.5 -0.3 -0.3 0.030
H -5.0449 0.6637 0.7708 -0.1 -0.4 0.0 0.053
H -4.6014 0.4828 -0.9135 0.5 0.0 -0.4 0.011
Cl -2.7122 4.7414 -1.3534 -0.3 0.1 -0.5 0.618
C -4.0991 4.1054 -2.3156 0.3 -0.4 0.6 -0.612
C -3.9617 4.3005 -3.7933 -0.2 0.7 -0.5 -0.655
Cl -2.7173 3.3038 -4.5582 0.3 -0.3 0.0 0.605
H -4.9995 4.6062 -1.9390 0.2 -0.2 -0.1 0.085
H -4.0839 3.0449 -2.0541 -0.5 0.1 -0.2 0.035
H -3.6953 5.3291 -4.0345 -0.1 0.0 0.1 0.069
H -4.9034 4.0851 -4.3050 0.1 -0.1 0.2 0.079
Cl 2.5962 1.8497 7.5147 -0.4 0.0 1.1 0.625
C 3.4567 2.1910 6.0364 -0.1 1.3 -0.9 -0.705
C 4.8628 1.6854 6.0289 0.7 -1.9 -0.6 -0.676
Cl 6.0858 2.7646 6.7581 -0.3 0.0 0.2 0.545
H 3.4539 3.2879 5.8813 0.0 -0.6 0.1 0.060
H 2.8339 1.7428 5.2631 0.5 -0.1 -0.2 0.046
H 5.2219 1.4954 5.0026 -0.4 0.4 0.3 0.055
H 4.9185 0.6809 6.5138 0.0 0.9 -0.1 0.070
```
Forces are in eV/Å.

=====

[2]
ORCA calculation (ωB97M-V/def2-TZVPD) on a molecular structure, C18H15F10KO in a non-equilibrium geometry.

Computed properties:
Kohn-Sham gap = 5.40 eV
energy relative to the best compared isomer or geometry (same formula, charge and spin) = 7.6 kcal/mol
total charge = -2
highest occupied orbital energy = -0.9 eV
largest force on an atom = 2.466 eV/A

```
45
Properties=species:S:1:pos:R:3:forces:R:3:lowdin_charge:R:1
K 0.8750 -0.2423 0.1384 -0.1 0.0 0.3 0.826
C -0.6774 -0.3693 3.0971 0.1 0.3 -0.8 -0.246
C -0.5527 0.9865 2.5976 -0.6 -1.8 1.3 -0.322
C -1.5737 1.1390 1.6375 0.9 1.6 -0.7 -0.340
C -2.2533 -0.0397 1.3999 0.4 -1.2 1.7 -0.300
C -1.7322 -1.0048 2.3394 0.3 0.3 0.0 -0.256
C -2.3365 -2.3914 2.5761 0.7 0.5 2.2 -0.098
C -3.2388 -0.3050 0.3296 -0.4 -0.7 -1.1 -0.085
C -1.8596 2.4355 0.9414 0.3 1.8 1.3 -0.074
C 0.3970 2.0148 3.1573 0.6 0.8 -0.9 -0.082
C 0.2927 -1.0481 4.0991 -0.7 -0.8 -2.2 -0.073
H -1.8233 -2.8533 3.4948 -0.7 0.6 -1.1 0.066
H -2.1672 -3.1197 1.8014 -0.3 -0.2 -0.7 0.038
H -3.4213 -2.3106 2.8569 0.8 -0.3 -0.5 0.068
H -2.9271 0.1910 -0.6025 0.1 -0.4 0.0 0.066
H -4.2882 0.0182 0.3987 0.0 0.1 0.7 0.056
H -3.3016 -1.4047 0.1586 0.1 0.7 -0.2 0.072
H -2.6090 2.3772 0.1830 -0.6 -0.3 -0.6 0.040
H -0.9932 2.9602 0.4799 -0.2 -0.5 0.2 0.071
H -2.2628 3.2092 1.6893 0.4 -0.8 -0.8 0.081
H -0.1277 2.9912 3.3366 0.4 -0.6 -0.2 0.059
H 1.2382 2.2332 2.3794 -1.0 -0.3 1.6 0.088
H 0.8160 1.7007 4.1479 -0.1 0.2 -1.0 0.068
H 0.0940 -0.7863 5.1209 -0.1 0.0 0.7 0.040
H 1.3412 -0.8228 3.8455 -0.3 0.1 0.2 0.062
H 0.1735 -2.1568 3.9111 0.2 1.0 0.7 0.064
F -0.0887 -0.3121 -7.8315 -0.1 -0.1 -1.2 0.077
C -0.0182 -0.3940 -6.5055 0.3 -0.5 0.6 -0.210
C -0.7555 0.4691 -5.7252 -0.3 -0.2 0.0 -0.177
F -1.6001 1.3101 -6.3646 0.1 0.3 0.2 0.073
C -0.7106 0.3994 -4.3558 0.1 0.2 1.0 -0.137
F -1.4019 1.3205 -3.6330 0.0 -0.2 -0.3 0.061
C 0.1308 -0.4981 -3.6043 0.2 0.3 -1.5 -0.357
O 0.2735 -0.4439 -2.3627 0.0 -0.3 0.4 -0.149
C 0.8479 -1.3684 -4.5008 -0.1 -0.1 0.1 -0.149
F 1.7506 -2.2280 -3.9952 0.1 -0.3 0.4 0.070
C 0.7526 -1.3615 -5.8808 0.0 0.4 0.0 -0.154
F 1.4608 -2.2523 -6.6326 -0.2 0.4 0.3 0.064
F 3.5627 -1.2146 1.1135 -0.1 0.8 -0.3 -0.157
C 3.6313 0.2633 1.2261 -0.2 -0.6 0.1 -0.287
F 4.0250 0.3823 2.5715 0.1 0.2 0.0 -0.084
C 4.9131 0.5516 0.4590 1.0 -0.1 -0.6 -0.593
F 5.4893 1.7565 0.7140 -0.8 0.2 0.2 0.082
F 5.9493 -0.3121 0.6894 -0.1 -0.3 -0.1 0.067
F 4.7064 0.5303 -0.8959 0.0 -0.2 0.7 0.075
```
Forces are in eV/Å.

=====

Lowest unoccupied orbital energy
In order: 0.32; 4.54
Unit: eV